(1)
Entry from the OMol25 dataset: one molecule with the formula C5H9NO (ωB97M-V/def2-TZVPD).

Output
E_LUMO = 0.955 eV
E_tot = -8867.3759 eV
frontier orbital gap = 0.330 hartree
SMILES = C/C=N/C(O)=C\C
net charge = 0

The geometry in XYZ format:
```
16
Properties=species:S:1:pos:R:3:forces:R:3:mulliken_charge:R:1
C -1.9458 1.5578 -0.7106 0.25 -0.09 0.05 -1.083
C -0.7603 1.0018 0.0143 0.73 -0.16 -1.21 0.262
N 0.3153 0.6782 -0.6288 -2.62 1.39 0.30 -0.603
C 1.2925 0.1555 0.1619 1.69 -2.19 1.49 0.344
O 2.2964 1.0139 0.5178 -0.50 0.76 -0.73 -0.519
C 1.3465 -1.1203 0.5579 0.21 0.26 0.04 -0.159
C 0.3713 -2.1882 0.1859 -0.15 -0.03 -0.03 -1.148
H -2.1585 2.5586 -0.3269 -0.15 -0.05 -0.02 0.322
H -1.7615 1.6053 -1.7864 0.01 -0.01 0.20 0.275
H -2.8091 0.9168 -0.5135 -0.05 0.14 -0.01 0.290
H -0.8627 0.8875 1.1106 0.27 -0.14 -0.42 0.374
H 2.1189 1.7843 -0.0497 0.49 0.02 0.40 0.338
H 2.1788 -1.4259 1.1869 0.02 0.21 -0.17 0.384
H -0.1941 -1.9431 -0.7184 0.02 0.03 0.16 0.315
H -0.3326 -2.3582 1.0059 -0.09 -0.20 -0.13 0.253
H 0.9049 -3.1242 -0.0070 -0.14 0.06 0.07 0.357
```
Forces are in eV/Å.


(2)
Entry from the OMol25 dataset: one molecule with the formula C5H9NO (ωB97M-V/def2-TZVPD).

Output
E_LUMO = 0.813 eV
E_tot = -8865.0729 eV
frontier orbital gap = 0.341 hartree
net charge = 0

The geometry in XYZ format:
```
16
Properties=species:S:1:pos:R:3:forces:R:3:mulliken_charge:R:1
C 0.6411 -1.1867 1.2052 -0.03 -0.04 -0.03 -1.291
C 1.0386 0.1556 0.6451 -0.07 0.00 0.25 0.115
N 1.6990 0.1838 -0.6588 0.23 0.08 -0.09 -0.705
C 0.3727 0.7917 -0.5170 -0.27 0.17 0.06 0.089
C -0.7326 0.1327 -1.3110 -0.09 -0.09 -0.04 -0.559
C -2.1444 0.0684 -0.8138 0.32 0.10 0.09 -0.650
O -2.2210 0.6184 0.3856 -0.22 -0.18 -0.33 -0.283
H 0.3225 -1.8683 0.4116 0.04 0.10 0.10 0.292
H 1.4841 -1.6539 1.7262 -0.11 0.08 -0.08 0.365
H -0.1832 -1.0703 1.9174 0.12 -0.03 -0.09 0.265
H 1.4129 0.8556 1.3939 -0.05 -0.10 -0.13 0.428
H 2.4299 0.8883 -0.6904 -0.09 -0.07 0.01 0.254
H 0.3228 1.8811 -0.4853 0.03 -0.19 -0.02 0.425
H -0.4725 -0.9122 -1.5298 0.00 0.10 -0.02 0.389
H -0.8170 0.5856 -2.3102 0.05 -0.08 0.07 0.430
H -3.1529 0.5301 0.6313 0.14 0.14 0.23 0.437
```
Forces are in eV/Å.


(3)
Entry from the OMol25 dataset: one molecule with the formula C5H9NO (ωB97M-V/def2-TZVPD).

Output
E_LUMO = 0.756 eV
E_tot = -8865.9836 eV
frontier orbital gap = 0.326 hartree
net charge = 0

The geometry in XYZ format:
```
16
Properties=species:S:1:pos:R:3:forces:R:3:mulliken_charge:R:1
C -1.7322 0.0490 1.1367 -0.08 0.03 0.13 -0.963
C -1.1967 -0.3033 -0.2455 0.08 -0.25 0.09 -0.475
N -0.5563 0.8210 -0.9557 0.31 0.21 -0.18 0.020
C 0.6899 1.2322 -1.0071 -0.26 -0.20 0.04 -0.461
C 1.6235 0.4801 -0.0444 -0.08 0.05 0.28 -0.202
C 2.1478 -0.8619 -0.5058 -0.14 -0.47 -0.11 0.084
O 1.5574 -1.9129 -0.3823 0.23 0.53 -0.06 -0.509
H -0.9446 0.4107 1.8046 -0.07 -0.02 -0.15 0.261
H -2.5235 0.8039 1.1095 0.13 -0.04 -0.10 0.322
H -2.1542 -0.8527 1.5890 0.02 0.08 -0.03 0.300
H -2.0102 -0.6612 -0.8859 0.11 0.08 0.09 0.360
H -1.1913 1.3501 -1.5442 0.10 -0.10 0.09 0.260
H -0.4701 -1.1141 -0.1732 -0.13 0.14 0.01 0.234
H 1.1162 0.2993 0.9074 0.01 -0.04 0.08 0.126
H 2.4860 1.1273 0.1517 -0.16 -0.12 -0.12 0.300
H 3.1581 -0.8676 -0.9548 -0.05 0.09 -0.06 0.343
```
Forces are in eV/Å.


(4)
Entry from the OMol25 dataset: one molecule with the formula C5H9NO (ωB97M-V/def2-TZVPD).

Output
E_LUMO = 0.836 eV
E_tot = -8866.2099 eV
frontier orbital gap = 0.324 hartree
SMILES = C/C(O)=C1/CN1C
net charge = 0

The geometry in XYZ format:
```
16
Properties=species:S:1:pos:R:3:forces:R:3:mulliken_charge:R:1
C -0.1134 -2.1491 -0.3186 -0.01 0.02 0.02 -1.089
C -0.6531 -1.0197 0.5136 0.15 0.30 -0.35 0.672
O -1.2998 -1.4563 1.6441 -0.14 0.18 0.17 -0.551
C -0.5605 0.2569 0.1804 -0.01 -0.26 0.14 -0.097
C -0.7197 1.6872 0.3855 -0.15 0.22 0.15 -0.276
N -0.0472 1.1187 -0.8032 0.06 -0.11 -0.08 -0.379
C 1.4024 1.2705 -0.8418 0.18 0.00 -0.06 -0.882
H -0.2023 -3.0777 0.2506 0.04 0.10 -0.12 0.367
H -0.6816 -2.2493 -1.2517 0.12 -0.01 0.19 0.251
H 0.9398 -1.9920 -0.5724 -0.18 -0.02 0.02 0.281
H -1.6538 -0.6861 2.1107 0.06 -0.17 -0.07 0.290
H -0.0884 2.1865 1.1233 -0.05 -0.12 -0.09 0.251
H -1.6642 2.1887 0.1812 0.12 -0.11 0.05 0.233
H 1.6547 2.2361 -1.2914 -0.05 -0.14 0.07 0.298
H 1.8265 0.4797 -1.4688 -0.05 0.12 0.09 0.306
H 1.8606 1.2060 0.1585 -0.09 -0.01 -0.11 0.325
```
Forces are in eV/Å.


(5)
Entry from the OMol25 dataset: a 2-piece molecular cluster, C5H9NO overall (ωB97M-V/def2-TZVPD).

Output
E_LUMO (alpha / beta) = -0.290 / -0.293 eV
E_tot = -8864.1338 eV
frontier orbital gap (alpha / beta) = 0.292 / 0.270 hartree
net charge = 0

The geometry in XYZ format:
```
16
Properties=species:S:1:pos:R:3:forces:R:3:mulliken_charge:R:1
C -1.5614 1.0286 -0.1314 -0.20 0.65 0.65 0.130
N 0.1070 1.6426 1.2630 -0.28 -0.37 -0.24 -0.686
C -0.0896 -0.7278 0.5475 -0.81 0.30 -0.75 -0.003
C -0.7332 -0.0469 -0.4673 1.02 -0.52 0.33 -0.253
C 1.0409 -1.6217 0.3876 0.32 -0.47 -0.32 -0.076
C 1.6120 -1.9974 -0.7634 -0.11 0.19 0.30 -0.789
O -2.0785 1.8675 -1.0503 0.30 -0.16 0.30 -0.451
H -1.5613 1.8333 -1.8651 0.01 -0.05 0.05 0.321
H -2.1396 1.0317 0.7793 0.00 0.02 -0.09 0.341
H 0.3498 2.3856 1.9327 -0.24 0.28 -0.29 0.124
H 0.7890 1.7521 0.5083 -0.02 0.00 0.04 0.192
H -0.5230 -0.6892 1.5340 0.08 0.15 0.02 0.284
H -0.3656 -0.1044 -1.4883 -0.01 -0.02 0.00 0.122
H 1.4279 -2.0365 1.3125 0.02 0.00 -0.04 0.300
H 1.2895 -1.6196 -1.7256 -0.06 -0.02 0.01 0.190
H 2.4362 -2.6978 -0.7735 0.00 0.03 0.04 0.255
```
Forces are in eV/Å.


(6)
Entry from the OMol25 dataset: a 2-piece molecular cluster, C5H9NO overall (ωB97M-V/def2-TZVPD).

Output
E_LUMO (alpha / beta) = 0.088 / 0.089 eV
E_tot = -8865.2762 eV
frontier orbital gap (alpha / beta) = 0.277 / 0.277 hartree
net charge = 0

The geometry in XYZ format:
```
16
Properties=species:S:1:pos:R:3:forces:R:3:mulliken_charge:R:1
C 2.3239 -0.1662 0.1821 0.05 0.01 0.04 -1.323
C 0.8517 -0.3709 0.2128 0.07 0.01 0.08 0.236
C -0.1289 -0.6696 -0.8959 -0.05 -0.01 -0.15 -0.520
N -1.1784 -0.4651 0.1211 -0.45 0.10 0.09 0.150
C -2.4265 -0.2567 0.0756 0.24 -0.07 0.01 -0.229
C -0.0889 -0.2499 1.2191 -0.02 0.03 0.04 0.349
O -0.3389 -0.0349 2.3857 0.11 -0.03 -0.29 -0.705
H 2.8737 -1.0877 -0.0545 -0.09 0.12 0.03 0.320
H 2.6692 0.1883 1.1579 -0.04 -0.07 -0.13 0.311
H 2.6115 0.5849 -0.5670 -0.05 -0.11 0.10 0.292
H -0.1903 2.0513 -0.2785 -0.04 0.05 -0.03 -0.184
H -0.2241 0.0568 -1.7187 0.06 -0.08 0.11 0.317
H -0.1595 -1.6885 -1.3088 0.02 0.13 0.07 0.270
H -0.6956 2.4273 -0.6803 0.05 -0.01 0.03 0.168
H -2.9745 -0.3066 -0.8624 0.09 -0.04 0.11 0.272
H -2.9242 -0.0124 1.0120 0.06 -0.04 -0.11 0.276
```
Forces are in eV/Å.


(7)
Entry from the OMol25 dataset: one molecule with the formula C5H9NO (ωB97M-V/def2-TZVPD).

Output
E_LUMO = 0.904 eV
E_tot = -8868.3040 eV
frontier orbital gap = 0.390 hartree
SMILES = [H]/N=C1/CCCCO1
net charge = 0

The geometry in XYZ format:
```
16
Properties=species:S:1:pos:R:3:forces:R:3:mulliken_charge:R:1
H 2.7850 1.4305 0.8895 -0.09 -0.02 -0.04 0.272
N 2.5845 0.4815 0.5719 -0.35 0.10 -0.13 -0.709
C 1.3892 0.3783 0.1646 0.26 -0.17 0.16 0.513
C 0.8524 -0.9404 -0.3322 -0.02 -0.01 -0.05 -0.551
C -0.5386 -1.2077 0.2478 0.02 -0.08 0.06 -0.544
C -1.4974 -0.0163 0.0720 -0.05 0.01 0.08 -0.439
C -0.7821 1.2612 -0.3678 -0.17 -0.01 -0.12 -0.448
O 0.5113 1.4224 0.2232 0.12 -0.09 0.05 -0.423
H 0.8458 -0.9541 -1.4306 -0.10 0.11 0.15 0.277
H 1.5513 -1.7149 -0.0064 -0.05 0.19 -0.14 0.299
H -0.4113 -1.4049 1.3179 -0.04 -0.02 -0.15 0.294
H -0.9618 -2.1160 -0.1931 0.08 0.13 0.08 0.323
H -2.2692 -0.2370 -0.6741 0.08 0.04 0.13 0.294
H -2.0055 0.1651 1.0239 -0.01 0.02 -0.16 0.242
H -1.3515 2.1366 -0.0445 0.15 -0.09 -0.09 0.300
H -0.7022 1.3157 -1.4621 0.15 -0.10 0.16 0.298
```
Forces are in eV/Å.


(8)
Entry from the OMol25 dataset: one molecule with the formula C5H9NO (ωB97M-V/def2-TZVPD).

Output
E_LUMO = 0.879 eV
E_tot = -8865.8829 eV
frontier orbital gap = 0.308 hartree
SMILES = C=C(O)/C(N)=C/C
net charge = 0

The geometry in XYZ format:
```
16
Properties=species:S:1:pos:R:3:forces:R:3:mulliken_charge:R:1
C -1.1078 -1.0178 1.0048 0.18 1.11 -0.28 -0.864
C 0.2437 -1.3240 0.6418 0.40 0.84 -0.44 0.509
O 0.9151 -2.4429 1.0174 0.20 -0.32 -0.02 -0.548
C 0.6701 -0.2186 -0.0414 -0.41 -0.72 0.39 0.102
N 1.7500 -0.0923 -0.9135 0.50 0.12 -0.28 -0.554
C -0.3282 0.7664 0.3124 -0.57 -0.87 0.43 -0.068
C -0.9089 1.7118 -0.7073 -0.16 0.00 -0.02 -1.255
H -1.4682 -1.2669 2.0048 -0.03 0.07 -0.02 0.323
H -1.8740 -1.0256 0.2400 0.02 -0.13 0.00 0.251
H 1.8627 -2.2693 0.9251 -0.15 -0.02 0.03 0.328
H 1.7762 -0.7381 -1.6927 -0.10 0.10 0.12 0.223
H 1.9638 0.8489 -1.2105 -0.04 -0.11 0.07 0.229
H -0.2961 1.1635 1.3211 0.12 0.04 -0.03 0.317
H -0.3251 2.6381 -0.7778 -0.01 -0.10 0.03 0.330
H -0.9509 1.2613 -1.7017 0.01 0.01 0.05 0.309
H -1.9224 2.0055 -0.4226 0.07 -0.01 -0.03 0.368
```
Forces are in eV/Å.


(9)
Entry from the OMol25 dataset: C5H9NO as an isolated structure (ωB97M-V/def2-TZVPD).

Output
E_LUMO = 0.942 eV
E_tot = -8864.3426 eV
frontier orbital gap = 0.377 hartree
net charge = 0

The geometry in XYZ format:
```
16
Properties=species:S:1:pos:R:3:forces:R:3:mulliken_charge:R:1
C -0.4150 1.6254 0.9662 0.06 0.01 0.04 -1.464
C 0.1417 0.8594 -0.2172 0.18 0.49 0.01 0.453
N 1.2817 -0.1563 -0.0294 1.00 0.38 0.06 -0.526
C 0.3182 -1.0695 0.6664 0.08 0.22 -0.24 -0.666
C -0.4727 -0.4477 -0.6473 1.17 -0.32 1.14 0.241
O -1.7781 -0.8412 -0.8385 0.44 -0.63 1.14 -0.607
C 0.8167 -0.7784 -1.3420 0.46 -0.04 -0.39 -0.282
H 0.3831 2.1536 1.4952 -0.07 -0.01 -0.05 0.350
H -1.1338 2.3657 0.6003 0.15 -0.08 0.03 0.377
H -0.9487 0.9933 1.6826 0.13 0.10 -0.14 0.290
H 0.4028 1.5410 -1.0318 -0.06 -0.05 0.00 0.410
H 0.0895 -0.7762 1.7058 -0.12 0.05 -0.61 0.262
H 0.6389 -2.1271 0.6594 -0.22 0.42 -0.27 0.285
H -1.4785 -1.3042 -0.0002 -3.27 -0.79 -0.76 0.366
H 1.1024 -0.1968 -2.2188 -0.07 0.02 0.02 0.259
H 1.0518 -1.8410 -1.4507 0.16 0.22 0.02 0.251
```
Forces are in eV/Å.


(10)
Entry from the OMol25 dataset: a 2-piece molecular cluster, C5H9NO overall (ωB97M-V/def2-TZVPD).

Output
E_LUMO = 1.105 eV
E_tot = -8867.5403 eV
frontier orbital gap = 0.395 hartree
net charge = 0

The geometry in XYZ format:
```
16
Properties=species:S:1:pos:R:3:forces:R:3:mulliken_charge:R:1
C 2.3856 -0.4546 -0.3264 0.02 -0.06 0.02 -1.059
C 1.1229 0.2675 -0.7959 -0.02 0.05 -0.12 -0.227
C -0.1949 -0.3197 -0.3799 -0.19 0.19 -0.06 -0.211
N -1.1983 0.4293 -0.1988 0.32 -0.35 -0.17 -0.357
C -2.4876 -0.1611 0.0658 -0.17 -0.08 0.04 -0.694
C -0.0902 1.4294 2.0670 -1.19 0.18 0.81 0.148
O -1.1147 1.4601 2.5605 1.24 0.00 -0.47 -0.180
H 2.2810 -1.5430 -0.4024 0.00 0.13 -0.01 0.316
H 2.6447 -0.2123 0.7099 -0.15 -0.04 -0.14 0.274
H 3.2327 -0.1620 -0.9552 -0.10 -0.06 0.14 0.314
H 1.1347 1.3234 -0.5076 -0.01 -0.17 -0.09 0.267
H 1.0764 0.2376 -1.8918 0.18 0.07 0.01 0.299
H -0.2621 -1.4221 -0.3369 -0.06 0.14 0.06 0.322
H -2.9079 0.2875 0.9738 0.06 -0.10 -0.14 0.210
H -3.1572 0.0971 -0.7625 0.05 -0.07 0.16 0.267
H -2.4651 -1.2570 0.1804 0.03 0.15 -0.02 0.311
```
Forces are in eV/Å.


These records have energy above the lowest of the compared OMol25 structures with the same formula, charge and spin values of 42.36 95.46 74.46 69.24 117.12 90.78 20.95 76.79 112.30 38.57 kcal per mole, in the order they appear.
These records have strongest force on any atom values of 3.1 0.4 0.6 0.5 1.2 0.5 0.4 1.2 3.4 1.4 eV Å⁻¹, in the order they appear.